The following is a DFT calculation (ωB97M-V/def2-TZVPD) of H12LiO6 as an isolated structure.

Each line ends with the Löwdin charge.
Atoms and positions in Å:
Li1 -6.859 7.239 2.793  0.717
O1 -7.839 8.987 2.822  -0.073
H1 -7.645 9.497 3.609  0.061
H2 -8.770 9.139 2.662  0.070
O2 -5.121 4.774 1.853  -0.039
H3 -5.763 5.271 1.346  -0.024
H4 -5.043 3.940 1.390  0.051
O3 -8.252 5.798 3.791  -0.072
H5 -8.295 5.580 4.722  0.056
H6 -8.633 5.039 3.349  0.056
O4 -7.325 6.522 0.883  -0.071
H7 -7.633 5.815 0.316  0.079
H8 -7.416 7.313 0.352  0.071
O5 -5.036 7.789 1.930  -0.070
H9 -4.574 8.606 2.119  0.072
H10 -4.430 7.292 1.381  0.060
O6 -6.188 7.404 4.790  -0.067
H11 -6.009 7.680 5.689  0.072
H12 -5.442 6.851 4.557  0.052

Atomic forces in eV per Å
Li -0.34 -0.06 0.19
O 0.21 -0.23 -0.20
H 0.16 0.18 0.28
H -0.33 -0.04 -0.13
O 0.11 0.19 0.23
H -0.21 0.21 -0.20
H 0.16 -0.33 -0.03
O 0.16 0.24 -0.45
H 0.13 0.09 0.32
H -0.15 -0.20 -0.19
O 0.05 -0.08 0.24
H -0.31 -0.29 -0.08
H 0.11 0.40 -0.24
O -0.32 0.06 0.24
H 0.05 0.34 0.14
H 0.15 -0.43 -0.13
O -0.07 0.08 -0.31
H -0.05 0.18 0.25
H 0.49 -0.30 0.06

* strongest force on any atom: 0.58 eV Å⁻¹
* ΔE to the lowest compared entry with this formula, charge and spin: 0.187 eV
* HOMO: -14.9020 eV
* total charge: +1
* 2S+1: 1
* E_tot: -12681.9830 eV



The following is a DFT calculation (ωB97M-V/def2-TZVPD) of a 5-piece molecular cluster, H12NO4 overall at a distorted geometry.

Each line ends with the Löwdin charge.
Atoms and positions in Å:
N1 1.682 -0.875 0.232  0.233
H1 2.061 -0.665 1.250  0.087
H2 0.913 -0.173 0.003  0.072
H3 1.307 -1.820 0.188  0.129
H4 2.355 -0.794 -0.529  0.136
H5 -3.096 2.615 -2.868  0.042
H6 -2.445 3.532 -1.898  0.040
O1 -2.909 2.689 -1.926  -0.057
H7 -1.795 -3.238 0.059  0.036
H8 -2.751 -2.147 -0.102  0.043
O2 -1.838 -2.359 -0.333  -0.068
H9 0.278 0.849 -1.639  0.071
H10 -0.893 1.260 -0.603  0.077
O3 0.028 0.984 -0.729  -0.027
H11 2.598 0.810 2.790  0.097
H12 2.175 -0.566 3.466  0.093
O4 2.327 -0.102 2.638  -0.004

Atomic forces in eV per Å
N -0.17 0.23 0.55
H -0.29 -0.09 -1.50
H 0.17 -0.45 0.23
H -0.19 0.03 0.05
H 0.35 0.00 0.41
H -0.22 -0.28 0.00
H -0.03 0.12 0.29
O 0.38 0.10 -0.22
H 0.39 -0.19 -0.16
H -0.02 0.48 -0.25
O -0.26 -0.27 0.44
H -0.72 0.33 -0.61
H 0.16 -0.11 -0.70
O 0.31 0.02 1.02
H -0.03 -0.15 0.32
H 0.10 0.24 0.24
O 0.07 -0.01 -0.10

* strongest force on any atom: 1.53 eV Å⁻¹
* ΔE to the lowest compared entry with this formula, charge and spin: 0.962 eV
* HOMO: -14.4196 eV
* total charge: +1
* 2S+1: 1
* E_tot: -9869.0931 eV



The following is a DFT calculation (ωB97M-V/def2-TZVPD) of a 6-piece molecular cluster, H12O5S overall at a distorted geometry.

Each line ends with the Löwdin charge.
Atoms and positions in Å:
S1 0.829 3.299 -2.562  0.462
H1 1.075 3.330 -3.896  -0.209
H2 -0.206 4.242 -2.811  -0.151
H3 0.183 -1.953 2.073  0.021
H4 0.470 -3.435 2.149  0.027
O1 -0.151 -2.802 2.437  -0.033
H5 1.014 -0.113 -1.735  0.027
H6 1.928 1.098 -1.562  0.007
O2 1.665 0.241 -1.148  -0.071
H7 1.322 0.084 0.634  0.034
H8 1.319 0.740 1.970  0.013
O3 0.802 0.129 1.495  -0.066
H9 -1.005 -0.584 -0.551  0.015
H10 -0.553 -1.609 0.461  0.023
O4 -0.778 -1.497 -0.506  -0.053
H11 -3.408 -2.946 3.114  0.022
H12 -2.258 -2.386 2.575  -0.034
O5 -3.180 -2.227 2.542  -0.036

Atomic forces in eV per Å
S -1.36 1.48 -1.15
H 0.16 -0.20 0.46
H 1.21 -1.21 0.63
H 0.01 -0.41 0.73
H 1.06 -1.27 -0.51
O -0.88 1.99 0.03
H -0.75 -0.59 -0.46
H -0.31 -1.00 0.58
O 1.23 1.44 -0.09
H -1.11 -0.06 0.83
H 0.76 1.16 1.38
O 0.16 -1.31 -2.15
H -0.43 1.15 -0.02
H -0.55 0.05 -1.76
O 0.76 -1.17 1.52
H -1.10 -0.61 0.57
H 2.05 0.27 -0.53
O -0.91 0.28 -0.05

* SMILES: O.O.O.O.O.S
* strongest force on any atom: 2.53 eV Å⁻¹
* ΔE to the lowest compared entry with this formula, charge and spin: 0.821 eV
* HOMO: -10.4296 eV
* total charge: 0
* 2S+1: 1
* E_tot: -21267.2223 eV